1.
113
Properties=species:S:1:pos:R:3 method="wB97M-V/def2-TZVPD" homo_lumo_gap_ev=5.628 homo_ev=-2.0 max_force_ev_per_a=0.49 molar_mass_g_mol=1028.242 relative_energy_kcal_mol=16.09 lumo_energy_ev=3.6 total_charge=-2
Sn 0.683 0.783 -0.136
C 3.730 4.004 0.088
C 3.467 3.699 1.571
C 2.226 2.819 1.901
N 1.185 2.792 0.879
C 0.524 3.865 0.563
C 0.632 5.077 1.305
C 0.207 6.362 1.038
C -0.456 6.885 -0.067
C -0.961 6.134 -1.121
C -1.000 4.766 -1.310
C -0.461 3.682 -0.551
N -0.743 2.438 -0.803
C -1.932 2.085 -1.565
C -1.663 1.740 -3.029
C -0.819 0.471 -3.144
N 0.518 0.676 -2.643
C 1.432 1.184 -3.409
C 1.202 1.584 -4.765
C 2.067 1.961 -5.779
C 3.452 1.987 -5.827
C 4.294 1.642 -4.763
C 4.005 1.367 -3.448
C 2.761 1.359 -2.721
N 2.697 1.402 -1.429
C 3.912 1.547 -0.625
C 4.538 2.945 -0.659
H 4.261 4.958 0.016
H 2.785 4.146 -0.436
H 3.381 4.650 2.097
H 4.332 3.179 1.996
H 1.808 3.135 2.864
H 2.551 1.791 2.049
H 1.141 4.957 2.253
H 0.463 7.084 1.808
H -0.609 7.957 -0.097
H -1.429 6.706 -1.918
H -1.488 4.451 -2.223
H -2.674 2.883 -1.492
H -2.354 1.209 -1.061
H -1.143 2.565 -3.526
H -2.624 1.592 -3.536
H -0.827 0.089 -4.171
H -1.285 -0.291 -2.510
H 0.159 1.608 -5.050
H 1.570 2.246 -6.703
H 3.917 2.261 -6.766
H 5.353 1.622 -5.002
H 4.870 1.148 -2.835
H 4.665 0.806 -0.911
H 3.651 1.294 0.399
H 4.651 3.266 -1.698
H 5.543 2.873 -0.226
S 1.299 -3.200 -2.339
C 0.065 -3.272 -1.246
N -1.242 -3.324 -1.615
C -2.309 -3.250 -0.624
C -1.940 -4.137 0.524
N -0.695 -3.644 1.089
C -0.510 -3.709 2.537
C -1.739 -3.316 3.319
C -2.438 -2.154 3.003
C -3.567 -1.800 3.726
C -4.007 -2.595 4.780
C -3.306 -3.748 5.108
C -2.181 -4.108 4.374
C 0.348 -3.313 0.278
S 1.834 -2.992 0.872
C -1.685 -3.337 -3.002
C -2.117 -4.716 -3.443
C -3.443 -4.969 -3.774
C -3.852 -6.239 -4.170
C -2.931 -7.274 -4.233
C -1.602 -7.032 -3.898
C -1.196 -5.764 -3.507
H -3.231 -3.600 -1.087
H -2.447 -2.220 -0.276
H -1.833 -5.173 0.175
H -2.713 -4.107 1.285
H 0.320 -3.047 2.777
H -0.197 -4.720 2.822
H -2.073 -1.506 2.203
H -4.091 -0.887 3.474
H -4.879 -2.307 5.354
H -3.634 -4.372 5.933
H -1.636 -5.013 4.626
H -0.866 -2.970 -3.614
H -2.526 -2.648 -3.093
H -4.168 -4.161 -3.729
H -4.890 -6.417 -4.425
H -3.245 -8.263 -4.547
H -0.875 -7.835 -3.943
H -0.159 -5.566 -3.254
O 0.643 0.090 2.724
C -0.224 0.405 3.718
C 0.125 0.197 5.058
C -0.756 0.536 6.073
C -1.991 1.097 5.769
C -2.326 1.307 4.438
C -1.477 0.953 3.396
C -1.973 1.175 1.967
O -2.689 2.171 1.773
O -1.601 0.319 1.103
H 1.506 -0.188 3.081
H 1.101 -0.224 5.281
H -0.468 0.368 7.106
H -2.681 1.375 6.558
H -3.275 1.753 4.169
O 5.109 -1.404 3.452
Cl 4.070 -0.415 3.292
O 2.930 -0.757 4.148
O 4.564 0.896 3.665
O 3.602 -0.385 1.919

=====

2.
21
Properties=species:S:1:pos:R:3 method="wB97M-V/def2-TZVPD" homo_lumo_gap_ev=7.923 homo_ev=-7.1 max_force_ev_per_a=3.58 molar_mass_g_mol=89.182 relative_energy_kcal_mol=62.13 lumo_energy_ev=0.8
C -0.382 0.567 0.442
C 0.961 1.290 0.555
C -1.451 1.583 0.039
C -0.747 0.014 1.822
H -0.259 -0.418 -0.829
H 1.763 0.600 0.842
H -1.224 2.071 -0.915
H -1.722 -0.486 1.817
H -0.012 -0.723 2.166
H 1.255 1.751 -0.395
H 0.943 2.098 1.311
H -2.449 1.133 -0.016
H -1.541 2.400 0.780
H -0.801 0.805 2.593
C 1.395 -1.762 -1.635
N -0.024 -1.679 -1.250
H -0.633 -2.228 -1.867
H -0.328 -1.713 -0.251
H 1.975 -1.153 -0.941
H 1.756 -2.790 -1.628
H 1.525 -1.359 -2.640